Entry from OMol25: 2 unconnected molecules or ions with the total composition C5H7N (ωB97M-V with the def2-TZVPD basis set).

Geometry (Å):
1 C -1.942 -0.928 1.450
2 C -0.796 0.291 -0.368
3 C -0.983 0.109 0.915
4 C 3.678 0.475 -0.924
5 C 2.602 0.518 -1.461
6 N -0.572 0.384 -1.578
7 H -2.944 -0.505 1.589
8 H -2.025 -1.779 0.768
9 H -1.603 -1.305 2.419
10 H -0.461 0.770 1.601
11 H 4.631 0.428 -0.447
12 H 1.623 0.526 -1.901
13 H -1.210 1.016 -2.064

Cartesian forces (eV/Å) of the 2 atoms listed first:
-0.082 -0.093 0.039
-0.010 0.045 -0.241

Its structure (SMILES) is CC=C=N.C#C. For the HOMO-LUMO gap, the calculation gives 9.9 eV. The relative energy (zero: lowest compared OMol25 entry of this formula, charge and spin) is 3.577 eV. As for the lowest unoccupied orbital energy: 0.9 eV.



Entry from OMol25: a molecular structure, C30H32AsBrN3O3SW (ωB97M-V with the def2-TZVPD basis set).

Geometry (Å):
1 W -0.257 -0.626 -0.921
2 C 2.079 -1.608 -2.916
3 C 2.644 -0.572 -1.986
4 N 1.953 -0.650 -0.659
5 C 2.489 -1.671 0.294
6 C 2.071 -3.102 0.005
7 S 0.301 -3.253 -0.419
8 C 0.329 -3.957 -2.096
9 C 0.014 -2.908 -3.157
10 N 0.591 -1.578 -2.805
11 H 2.425 -2.605 -2.657
12 H 2.381 -1.422 -3.946
13 H 2.460 0.434 -2.366
14 H 3.720 -0.690 -1.849
15 H 2.201 0.248 -0.224
16 H 2.145 -1.371 1.285
17 H 3.579 -1.605 0.297
18 H 2.233 -3.710 0.895
19 H 2.644 -3.558 -0.799
20 H -0.419 -4.748 -2.116
21 H 1.296 -4.438 -2.236
22 H -1.059 -2.791 -3.272
23 H 0.410 -3.227 -4.123
24 H 0.237 -0.922 -3.503
25 Br -2.147 -0.202 -4.203
26 C -2.961 -1.122 -2.778
27 C -4.238 -1.619 -3.005
28 C -4.898 -2.291 -1.993
29 C -4.279 -2.411 -0.752
30 C -3.031 -1.869 -0.600
31 N -2.339 -1.253 -1.593
32 C -2.363 -1.841 0.737
33 O -2.721 -2.433 1.697
34 O -1.283 -1.011 0.735
35 H -4.697 -1.469 -3.972
36 H -5.888 -2.693 -2.163
37 H -4.747 -2.891 0.097
38 O -0.378 0.764 -1.855
39 As 0.176 1.247 1.026
40 C 1.806 2.140 0.574
41 C 1.974 2.759 -0.672
42 C 3.180 3.379 -0.960
43 C 4.215 3.364 -0.029
44 C 4.053 2.731 1.196
45 C 2.848 2.113 1.505
46 C 0.237 0.696 2.849
47 C 0.368 -0.620 3.279
48 C 0.445 -0.874 4.641
49 C 0.390 0.173 5.551
50 C 0.245 1.483 5.112
51 C 0.162 1.755 3.754
52 C -1.362 2.330 0.761
53 C -1.284 3.527 0.050
54 C -2.422 4.307 -0.079
55 C -3.620 3.893 0.491
56 C -3.686 2.706 1.212
57 C -2.557 1.916 1.354
58 H 1.171 2.776 -1.399
59 H 3.311 3.886 -1.907
60 H 5.150 3.857 -0.261
61 H 4.858 2.730 1.919
62 H 2.713 1.641 2.471
63 H 0.352 -1.447 2.584
64 H 0.532 -1.893 4.993
65 H 0.448 -0.034 6.611
66 H 0.189 2.294 5.824
67 H 0.039 2.778 3.416
68 H -0.349 3.873 -0.365
69 H -2.370 5.248 -0.609
70 H -4.502 4.510 0.391
71 H -4.613 2.408 1.684
72 H -2.596 1.017 1.959

Cartesian forces (eV/Å) of the 2 atoms listed first:
-0.129 -0.214 0.540
-0.015 -0.019 -0.003

Its total charge is +3. For the HOMO-LUMO gap (alpha / beta), the calculation gives 6.5 / 6.5 eV. As for the lowest unoccupied orbital energy (alpha / beta): -10.4 / -10.4 eV.



Entry from OMol25: C17H18N6O2 in the gas phase (ωB97M-V with the def2-TZVPD basis set).

Geometry (Å):
1 C 1.817 1.920 0.265
2 C 3.033 1.681 -0.568
3 C 3.552 2.694 -1.365
4 C 4.717 2.524 -2.091
5 C 5.404 1.325 -2.020
6 C 4.900 0.297 -1.246
7 C 3.713 0.459 -0.540
8 N 3.244 -0.617 0.240
9 C 2.038 -1.203 0.118
10 N 1.189 -0.752 -0.812
11 C 0.020 -1.363 -0.837
12 N -0.345 -2.369 -0.065
13 C 0.584 -2.763 0.816
14 N 1.788 -2.217 0.950
15 N 0.276 -3.813 1.598
16 H 0.898 -4.058 2.346
17 H -0.669 -4.152 1.583
18 C -0.975 -0.873 -1.857
19 H -1.022 -1.568 -2.698
20 O -2.290 -0.824 -1.334
21 C -2.423 -0.123 -0.194
22 O -1.495 0.475 0.316
23 C -3.785 -0.183 0.302
24 C -4.849 -0.896 -0.236
25 C -5.958 -0.667 0.578
26 C -5.545 0.176 1.586
27 N -4.239 0.465 1.422
28 C -3.489 1.332 2.290
29 H -2.444 1.319 1.989
30 H -3.575 0.994 3.324
31 H -3.868 2.355 2.223
32 H -6.102 0.584 2.408
33 H -6.944 -1.067 0.450
34 H -4.800 -1.506 -1.115
35 H -0.656 0.116 -2.203
36 H 3.912 -1.130 0.796
37 H 5.422 -0.648 -1.187
38 H 6.324 1.187 -2.568
39 H 5.096 3.331 -2.700
40 H 3.035 3.642 -1.403
41 H 0.949 1.424 -0.168
42 H 1.609 2.984 0.342
43 H 1.953 1.510 1.265

Cartesian forces (eV/Å) of the 2 atoms listed first:
-0.141 0.026 -0.056
0.073 -0.033 0.067

Its structure (SMILES) is Cc1ccccc1Nc1nc(N)nc(COC(=O)c2cccn2C)n1. For the HOMO-LUMO gap, the calculation gives 9.3 eV. The relative energy (zero: lowest compared OMol25 entry of this formula, charge and spin) is 0.000 eV. As for the lowest unoccupied orbital energy: 0.9 eV.



Entry from OMol25: 2 unconnected molecules or ions with the total composition C8H15NO4S2 (ωB97M-V with the def2-TZVPD basis set).

Geometry (Å):
1 C -0.996 -1.728 -4.103
2 C -1.853 0.482 2.099
3 C -1.829 0.757 0.627
4 C -0.433 0.462 2.699
5 C -0.961 -0.273 -0.134
6 C 0.368 -0.811 2.094
7 C 0.406 -0.521 0.579
8 C 3.036 0.411 -3.369
9 N 0.129 -1.447 -4.359
10 O 2.303 -2.329 0.652
11 O -2.150 -1.927 -3.896
12 O 1.929 -0.692 -1.409
13 O 2.524 -2.232 -3.238
14 S 1.282 -1.816 -0.285
15 S 3.221 -1.215 -2.426
16 H -2.431 1.237 2.683
17 H -2.436 -0.454 2.182
18 H -2.897 0.842 0.246
19 H -1.403 1.750 0.531
20 H 0.031 1.405 2.489
21 H -0.342 0.271 3.710
22 H -1.687 -1.069 -0.400
23 H -0.786 0.139 -1.193
24 H 1.353 -0.895 2.447
25 H -0.233 -1.632 2.451
26 H 0.868 0.435 0.333
27 H 2.901 1.355 -2.853
28 H 3.963 0.239 -3.977
29 H 2.110 0.255 -3.886
30 H 1.117 -1.653 -4.338

Cartesian forces (eV/Å) of the 2 atoms listed first:
-0.857 -0.321 0.107
-0.626 -0.160 1.473

The spin multiplicity is 3. Its expectation value of S² is 2.009. For the HOMO-LUMO gap (alpha / beta), the calculation gives 5.7 / 7.0 eV. As for the lowest unoccupied orbital energy (alpha / beta): 0.5 / -3.0 eV.



Entry from OMol25: a molecular structure, C11H15ClHgLuNO2S2 (ωB97M-V with the def2-TZVPD basis set).

Geometry (Å):
1 Lu -0.523 -0.421 0.552
2 Cl 1.595 -1.673 0.970
3 C 0.475 0.446 -1.282
4 H 0.639 1.525 -1.283
5 H 0.126 0.111 -2.259
6 H 1.489 0.008 -1.103
7 Hg 0.172 -3.905 -0.275
8 C 1.232 -3.883 -2.179
9 C -0.543 -4.727 1.568
10 C -1.843 -3.357 -0.954
11 H -1.026 -3.888 2.069
12 H -1.262 -5.541 1.417
13 H 0.295 -5.098 2.150
14 H 0.888 -2.913 -2.588
15 H 2.314 -3.903 -1.964
16 H 0.922 -4.746 -2.802
17 H -2.057 -3.290 -2.045
18 H -2.708 -3.672 -0.338
19 O 2.332 1.659 1.889
20 S 1.143 2.153 2.518
21 O 1.004 2.082 3.953
22 N -0.172 1.305 1.798
23 C -1.213 2.082 1.408
24 S -2.590 1.319 0.820
25 C -0.833 3.470 1.247
26 C -1.466 4.506 0.490
27 C -0.821 5.730 0.387
28 C 0.406 5.944 1.071
29 C 1.047 4.891 1.760
30 C 0.410 3.674 1.846
31 H -2.396 4.335 -0.085
32 H -1.297 6.556 -0.181
33 H 0.861 6.942 1.046
34 H 2.054 4.926 2.228

Cartesian forces (eV/Å) of the 2 atoms listed first:
-0.123 -1.231 -1.326
0.122 -0.147 0.615

Its total charge is -2. For the HOMO-LUMO gap (alpha / beta), the calculation gives 2.6 / 2.6 eV. The relative energy (zero: lowest compared OMol25 entry of this formula, charge and spin) is 1.507 eV. As for the lowest unoccupied orbital energy (alpha / beta): 3.9 / 3.9 eV.



Please write out number 3 again, unchanged.
Entry from OMol25: C17H18N6O2 in the gas phase (ωB97M-V with the def2-TZVPD basis set).

Geometry (Å):
1 C 1.817 1.920 0.265
2 C 3.033 1.681 -0.568
3 C 3.552 2.694 -1.365
4 C 4.717 2.524 -2.091
5 C 5.404 1.325 -2.020
6 C 4.900 0.297 -1.246
7 C 3.713 0.459 -0.540
8 N 3.244 -0.617 0.240
9 C 2.038 -1.203 0.118
10 N 1.189 -0.752 -0.812
11 C 0.020 -1.363 -0.837
12 N -0.345 -2.369 -0.065
13 C 0.584 -2.763 0.816
14 N 1.788 -2.217 0.950
15 N 0.276 -3.813 1.598
16 H 0.898 -4.058 2.346
17 H -0.669 -4.152 1.583
18 C -0.975 -0.873 -1.857
19 H -1.022 -1.568 -2.698
20 O -2.290 -0.824 -1.334
21 C -2.423 -0.123 -0.194
22 O -1.495 0.475 0.316
23 C -3.785 -0.183 0.302
24 C -4.849 -0.896 -0.236
25 C -5.958 -0.667 0.578
26 C -5.545 0.176 1.586
27 N -4.239 0.465 1.422
28 C -3.489 1.332 2.290
29 H -2.444 1.319 1.989
30 H -3.575 0.994 3.324
31 H -3.868 2.355 2.223
32 H -6.102 0.584 2.408
33 H -6.944 -1.067 0.450
34 H -4.800 -1.506 -1.115
35 H -0.656 0.116 -2.203
36 H 3.912 -1.130 0.796
37 H 5.422 -0.648 -1.187
38 H 6.324 1.187 -2.568
39 H 5.096 3.331 -2.700
40 H 3.035 3.642 -1.403
41 H 0.949 1.424 -0.168
42 H 1.609 2.984 0.342
43 H 1.953 1.510 1.265

Cartesian forces (eV/Å) of the 2 atoms listed first:
-0.141 0.026 -0.056
0.073 -0.033 0.067

Its structure (SMILES) is Cc1ccccc1Nc1nc(N)nc(COC(=O)c2cccn2C)n1. For the HOMO-LUMO gap, the calculation gives 9.3 eV. The relative energy (zero: lowest compared OMol25 entry of this formula, charge and spin) is 0.000 eV. As for the lowest unoccupied orbital energy: 0.9 eV.